# 1
Entry from OMol25: a 12-piece molecular cluster, C38H86O19S7 overall in a non-equilibrium geometry (the ωB97M-V functional and the def2-TZVPD basis).

Element x y z (Å)
C (2.12034, -4.31088, -0.59497)
C (1.82326, -3.76910, 0.77951)
O (0.39650, -3.52729, 0.98494)
H (3.24108, -4.42641, -0.55489)
H (1.85573, -3.65626, -1.38595)
H (1.75712, -5.32789, -0.71455)
H (2.30825, -2.83196, 0.92796)
H (2.30265, -4.43789, 1.48582)
H (-0.10595, -4.26764, 0.63346)
C (-1.98192, -4.38915, -1.51599)
C (-3.42899, -4.06212, -1.86123)
O (-3.50170, -2.72316, -2.30522)
H (-1.81363, -3.81553, -0.58767)
H (-1.30240, -4.05061, -2.27995)
H (-1.85056, -5.46901, -1.38211)
H (-4.05881, -4.14921, -0.95693)
H (-3.80540, -4.76300, -2.60378)
H (-4.23740, -2.28006, -1.85557)
C (4.16326, 1.20177, -3.99169)
C (2.87046, 1.86990, -4.18522)
O (2.54332, 2.74817, -3.02586)
H (4.91680, 1.95793, -4.04065)
H (4.43720, 0.46741, -4.75763)
H (4.14917, 0.70768, -3.05151)
H (2.14396, 1.07635, -4.17710)
H (2.79962, 2.42158, -5.11501)
H (3.06933, 2.36462, -2.28616)
C (0.74833, 0.06301, -0.17801)
C (-0.57615, 0.24207, 0.56551)
O (-1.31385, -0.99689, 0.57651)
H (1.26248, -0.70979, 0.38904)
H (1.23942, 0.98421, 0.05658)
H (0.74041, -0.11393, -1.25561)
H (-1.16058, 1.01604, 0.05671)
H (-0.38806, 0.62823, 1.58789)
H (-0.63243, -1.69568, 0.60968)
C (1.45875, -0.52629, 3.80999)
C (2.22041, -1.49076, 4.66995)
O (3.60353, -1.13570, 4.52429)
H (1.91561, -0.55474, 2.81378)
H (1.72218, 0.44749, 4.24286)
H (0.38299, -0.67054, 3.67142)
H (2.16463, -2.46444, 4.28265)
H (1.86411, -1.45177, 5.72119)
H (4.06946, -1.15959, 5.37086)
C (4.79562, -0.34916, 0.87205)
C (4.32152, -1.20485, -0.34156)
C (5.36433, -2.26520, -0.59525)
S (5.77692, -2.78874, 1.10611)
O (7.16013, -3.24718, 1.16004)
O (4.69064, -3.69231, 1.48780)
C (5.57988, -1.20272, 1.89136)
H (3.95324, 0.20295, 1.34924)
H (5.46031, 0.42646, 0.54396)
H (4.23691, -0.57303, -1.21808)
H (3.31474, -1.60742, -0.14363)
H (6.31648, -2.05209, -1.06090)
H (4.94713, -3.11411, -1.11067)
H (6.56043, -0.75786, 1.99071)
H (5.17963, -1.44199, 2.87418)
C (2.94068, 5.68470, -1.00459)
C (2.41779, 5.34771, 0.46873)
C (2.60098, 3.82712, 0.58218)
S (4.31708, 3.60610, -0.09776)
O (4.54243, 2.29345, -0.73114)
O (5.20563, 3.95631, 0.99772)
C (4.24766, 4.94278, -1.29019)
H (3.05428, 6.74716, -1.20727)
H (2.11876, 5.28343, -1.61851)
H (1.38104, 5.70302, 0.56106)
H (3.13771, 5.84492, 1.16434)
H (1.83925, 3.25497, 0.08269)
H (2.82083, 3.52128, 1.62785)
H (4.27236, 4.47462, -2.27607)
H (5.15446, 5.51849, -1.07834)
C (-0.06659, 3.70824, 3.86429)
C (-0.93566, 2.46413, 4.14135)
C (-2.39932, 2.95647, 4.08181)
S (-2.45682, 4.07819, 2.60492)
O (-3.20766, 5.28170, 2.92837)
O (-2.88799, 3.29185, 1.43984)
C (-0.64961, 4.35509, 2.55410)
H (1.01042, 3.47464, 3.80933)
H (-0.13264, 4.37682, 4.71162)
H (-0.84269, 1.99529, 5.11648)
H (-0.89862, 1.74201, 3.34686)
H (-2.63284, 3.57036, 4.94673)
H (-3.17202, 2.24397, 3.77382)
H (-0.55445, 5.37576, 2.42852)
H (-0.26572, 3.92158, 1.57501)
C (-1.96728, -1.01152, -4.67832)
C (-1.85562, -2.24586, -5.67214)
C (-0.40177, -2.32099, -6.13317)
S (0.48664, -2.02922, -4.54963)
O (1.61124, -1.17318, -4.76146)
O (0.66361, -3.34253, -3.91932)
C (-0.78958, -1.07325, -3.70113)
H (-2.97340, -0.98452, -4.20611)
H (-1.93869, -0.07076, -5.21639)
H (-2.60406, -2.10831, -6.47186)
H (-2.11037, -3.15929, -5.14846)
H (-0.16781, -1.68489, -6.97771)
H (-0.15893, -3.34149, -6.45709)
H (-0.32926, -0.09203, -3.67403)
H (-1.03103, -1.35729, -2.64883)
C (-1.01684, 2.61724, -3.36018)
C (-2.43662, 2.86258, -2.96194)
C (-2.52920, 4.05557, -1.91036)
S (-0.87589, 4.62396, -1.72774)
O (-0.20383, 3.84615, -0.75107)
O (-0.79386, 6.03037, -1.62890)
C (-0.35305, 4.01813, -3.32870)
H (-0.91898, 2.28601, -4.37719)
H (-0.65041, 1.88581, -2.65361)
H (-2.93625, 1.99231, -2.48264)
H (-3.09065, 3.12770, -3.79053)
H (-2.90364, 3.64651, -0.95896)
H (-3.21741, 4.82120, -2.21433)
H (0.75593, 4.02098, -3.26735)
H (-0.73027, 4.65423, -4.08014)
C (-4.31511, 0.81449, 0.62348)
C (-5.15534, 1.03514, -0.61488)
C (-6.52770, 0.39950, -0.37521)
S (-6.03927, -1.21237, 0.31529)
O (-5.90820, -2.24108, -0.71801)
O (-6.91228, -1.50537, 1.44370)
C (-4.42481, -0.74969, 0.96775)
H (-4.73357, 1.33327, 1.45959)
H (-3.26691, 1.06053, 0.57086)
H (-4.67070, 0.49454, -1.44555)
H (-5.27671, 2.06184, -0.87093)
H (-7.10331, 0.26354, -1.31511)
H (-7.02507, 0.91877, 0.42043)
H (-3.69244, -1.38354, 0.52271)
H (-4.43053, -0.96210, 2.06381)
C (-2.06055, -5.35414, 4.11181)
C (-0.95175, -4.30897, 4.17887)
C (-1.40925, -3.00930, 3.62280)
S (-3.14613, -3.03346, 3.89879)
O (-3.80062, -3.09284, 2.60818)
O (-3.48639, -2.01030, 4.89649)
C (-3.33060, -4.67932, 4.67529)
H (-1.86675, -6.31407, 4.59465)
H (-2.28186, -5.57396, 3.06659)
H (-0.08558, -4.63290, 3.64725)
H (-0.58339, -4.18738, 5.21218)
H (-1.16177, -2.97339, 2.55408)
H (-1.02447, -2.13503, 4.13414)
H (-4.29889, -5.11367, 4.32875)
H (-3.31195, -4.54643, 5.72500)

Summary:
net charge	0
LUMO energy	0.2432	eV
HOMO	-9.8748	eV
HOMO-LUMO gap	10.12	eV
SMILES string	O=S1(=O)CCCC1.O=S1(=O)CCCC1.O=S1(=O)CCCC1.O=S1(=O)CCCC1.O=S1(=O)CCCC1.O=S1(=O)CCCC1.O=S1(=O)CCCC1.CCO.CCO.CCO.CCO.CCO

***

# 2
Entry from OMol25: a 6-piece molecular cluster, C38H87NO3S overall (the ωB97M-V functional and the def2-TZVPD basis).

Element x y z (Å)
C (0.83027, -0.71236, -4.44106)
C (1.55048, -1.88471, -3.76311)
C (1.32168, -3.25086, -4.42631)
C (0.02853, -4.00345, -4.05564)
N (-0.97715, -3.15391, -3.41444)
C (-2.25488, -3.76082, -3.32094)
C (-3.22411, -2.99816, -2.43335)
C (-3.57630, -1.63124, -3.00789)
C (-4.31678, -1.79902, -4.33310)
S (-3.38970, -2.76466, -5.49595)
O (-2.24498, -1.98288, -5.87743)
O (-4.27104, -3.29366, -6.48429)
O (-2.89409, -3.99558, -4.64600)
H (1.37855, 0.21836, -4.29067)
H (0.73557, -0.87529, -5.51593)
H (-0.17744, -0.54131, -4.05652)
H (1.28939, -1.92958, -2.70294)
H (2.62373, -1.68683, -3.80515)
H (2.16056, -3.89914, -4.16408)
H (1.36377, -3.11414, -5.50906)
H (-0.37526, -4.49007, -4.94925)
H (0.27448, -4.79985, -3.34796)
H (-1.04829, -2.27440, -3.91133)
H (-2.13117, -4.77774, -2.94818)
H (-4.13709, -3.59069, -2.33382)
H (-2.76581, -2.91471, -1.44782)
H (-2.67504, -1.03347, -3.16081)
H (-4.21304, -1.07698, -2.31828)
H (-5.27849, -2.29823, -4.20966)
H (-4.47148, -0.84975, -4.84788)
C (4.51606, 0.18024, 0.84456)
C (4.57644, -1.27917, 1.28123)
C (5.74858, -2.05234, 0.67811)
C (5.74605, -2.12663, -0.85058)
C (4.47055, -2.71143, -1.45417)
C (4.18004, -4.14029, -1.00833)
H (4.38729, 0.27451, -0.23498)
H (3.68085, 0.69505, 1.32186)
H (5.43300, 0.70709, 1.11879)
H (3.63453, -1.77431, 1.02568)
H (4.65285, -1.32606, 2.37092)
H (5.75575, -3.06362, 1.09369)
H (6.68570, -1.58849, 1.00206)
H (6.60227, -2.72873, -1.17086)
H (5.90866, -1.12857, -1.26645)
H (4.54975, -2.67670, -2.54411)
H (3.61471, -2.07987, -1.19683)
H (4.99436, -4.81658, -1.27776)
H (3.26597, -4.50865, -1.47612)
H (4.03938, -4.19714, 0.07278)
C (-8.78302, 3.21624, -8.24260)
C (-9.26170, 2.03055, -7.41250)
C (-8.28771, 1.62635, -6.30654)
C (-6.90544, 1.19099, -6.79756)
C (-6.91164, 0.03168, -7.79309)
C (-7.51322, -1.25030, -7.22966)
H (-7.84892, 2.99462, -8.76114)
H (-9.51913, 3.49132, -8.99892)
H (-8.61187, 4.09037, -7.61002)
H (-9.45124, 1.17736, -8.06995)
H (-10.22358, 2.27612, -6.95486)
H (-8.73606, 0.82237, -5.71648)
H (-8.16263, 2.46989, -5.61970)
H (-6.30529, 0.90521, -5.92621)
H (-6.39030, 2.04418, -7.24699)
H (-5.88222, -0.16476, -8.10364)
H (-7.44899, 0.32249, -8.70026)
H (-6.96428, -1.56970, -6.34024)
H (-7.45951, -2.06268, -7.95443)
H (-8.56076, -1.12319, -6.95102)
C (0.47753, -4.23411, -0.38350)
C (-0.27521, -4.97608, 0.71394)
C (0.61775, -5.90205, 1.53904)
C (1.31889, -6.99705, 0.73193)
C (0.38391, -7.90146, -0.06979)
C (-0.61001, -8.66984, 0.79364)
H (0.92007, -4.92543, -1.10288)
H (-0.17780, -3.56321, -0.94070)
H (1.28827, -3.63556, 0.04087)
H (-1.09621, -5.54901, 0.27071)
H (-0.74348, -4.25288, 1.38729)
H (0.02308, -6.35443, 2.33723)
H (1.38366, -5.30004, 2.03902)
H (1.90551, -7.61349, 1.42056)
H (2.04174, -6.54058, 0.04971)
H (0.99038, -8.61023, -0.63954)
H (-0.15977, -7.30874, -0.81204)
H (-0.08935, -9.29141, 1.52560)
H (-1.23761, -9.32404, 0.18724)
H (-1.27172, -7.99726, 1.34206)
C (3.20523, 5.90681, 2.51689)
C (1.87895, 5.26734, 2.91215)
C (1.85923, 4.74079, 4.34654)
C (2.89017, 3.64939, 4.64273)
C (2.79009, 2.41536, 3.74795)
C (1.45875, 1.68164, 3.86492)
H (4.02755, 5.19092, 2.56172)
H (3.16753, 6.29773, 1.49940)
H (3.45087, 6.73609, 3.18439)
H (1.64152, 4.45834, 2.21523)
H (1.07781, 6.00283, 2.80199)
H (0.85627, 4.37106, 4.57677)
H (2.03490, 5.57688, 5.03183)
H (2.77832, 3.33905, 5.68690)
H (3.89747, 4.06664, 4.56137)
H (3.60056, 1.72906, 4.00842)
H (2.96011, 2.69759, 2.70480)
H (1.28062, 1.36059, 4.89380)
H (1.44111, 0.79327, 3.23135)
H (0.62141, 2.31382, 3.56476)
C (2.93288, 4.77930, 9.04493)
C (1.80292, 5.77127, 9.29569)
C (1.80826, 6.95755, 8.33264)
C (3.06565, 7.82735, 8.38767)
C (3.38166, 8.41184, 9.76381)
C (2.28768, 9.32632, 10.30324)
H (3.91326, 5.23969, 9.17759)
H (2.87355, 3.93245, 9.72985)
H (2.88627, 4.38832, 8.02545)
H (1.85130, 6.12816, 10.32848)
H (0.84439, 5.25414, 9.20140)
H (0.92627, 7.57450, 8.52453)
H (1.69272, 6.58086, 7.31084)
H (2.95002, 8.64798, 7.67226)
H (3.92631, 7.24798, 8.04228)
H (4.31815, 8.97155, 9.69636)
H (3.56633, 7.60360, 10.47733)
H (2.10408, 10.15831, 9.61951)
H (2.56489, 9.74538, 11.27128)
H (1.34510, 8.79277, 10.43584)

Summary:
net charge	0
LUMO energy	0.4994	eV
HOMO	-9.5764	eV
HOMO-LUMO gap	10.08	eV
SMILES string	CCCCN[C@H]1CCCS(=O)(=O)O1.CCCCCC.CCCCCC.CCCCCC.CCCCCC.CCCCCC